A 3-piece molecular cluster, C38H78FN5O5PS2Si overall in a non-equilibrium geometry, computed with the ωB97M-V functional and the def2-TZVPD basis.

Output
* HOMO energy (alpha / beta): -9.6 / -10.8 eV
* multiplicity: 3
* frontier orbital gap (alpha / beta): 7.6733 / 8.8771 eV
* expectation value of S²: 2.01
* E_LUMO (alpha / beta): -1.949 / -1.949 eV
* total charge: +1

Last columns: bonded neighbours and bond lengths (Å).
Geometry (Å):
1 H 3.12 10.06 -1.35  C2 1.090
2 C 3.23 9.43 -2.23  H1 1.090, C7 1.533, H54 1.090, H82 1.086
3 H 1.14 2.34 1.72  C15 1.095
4 H 2.26 6.59 1.42  C123 1.091
5 C -2.81 2.92 1.36  Si6 1.884, H45 1.095, H57 1.096, H127 1.094
6 Si -1.13 2.34 0.73  C5 1.884, C13 1.867, C14 1.946, C15 1.873
7 C 2.08 8.41 -2.30  C2 1.533, C25 1.522, C42 1.531, N46 1.501
8 H 2.53 7.95 -4.34  C42 1.092
9 H -2.97 -4.41 -4.04  C18 1.092
10 H 2.37 5.05 -1.87  C75 1.095
11 H -2.65 1.66 -1.40  P126 1.397
12 C 0.85 -0.31 2.15  H52 1.080, H63 1.089, N88 1.515, C103 1.549
13 C -0.70 3.25 -0.84  Si6 1.867, H26 1.096, H38 1.093, H116 1.094
14 C -1.19 0.44 0.35  Si6 1.946, C86 1.543, P126 1.854, N130 1.461
15 C 0.18 2.78 2.00  H3 1.095, Si6 1.873, H36 1.096, H44 1.097
16 H 1.60 5.35 0.36  C123 1.087
17 H -3.24 -7.70 0.90  C125 1.091
18 C -3.26 -4.74 -3.04  H9 1.092, C20 1.531, H29 1.094, C109 1.528
19 H 2.08 -3.52 -0.24  C35 1.088
20 C -2.08 -5.51 -2.43  C18 1.531, C55 1.522, N105 1.503, C124 1.532
21 H 0.92 9.79 -3.43  C25 1.090
22 H 1.02 -0.55 4.77  C129 1.095
23 H -4.31 -6.29 0.94  C125 1.087
24 H -0.11 -5.09 -1.66  C55 1.088
25 C 0.79 9.18 -2.54  C7 1.522, H21 1.090, H43 1.086, H77 1.090
26 H -0.59 2.57 -1.70  C13 1.096
27 H -3.22 -3.34 2.29  C48 1.091
28 C 2.19 -3.53 1.92  C35 1.537, H56 1.094, C91 1.532, H99 1.096
29 H -3.44 -3.85 -2.44  C18 1.094
30 C 4.31 7.40 -0.22  H40 1.088, H49 1.089, C73 1.542, H104 1.089
31 H 4.25 -2.98 2.31  C91 1.097
32 H -5.75 -6.82 -1.80  C102 1.092
33 H 1.40 6.83 -3.59  C42 1.094
34 C 4.87 -0.09 0.39  H41 1.090, C50 1.490, H98 1.096, H113 1.090
35 C 2.15 -2.79 0.57  H19 1.088, C28 1.537, H51 1.097, O89 1.432
36 H 0.32 3.86 1.99  C15 1.096
37 H -3.85 -8.29 -2.80  C107 1.088
38 H -1.46 3.99 -1.09  C13 1.093
39 H -2.38 -7.23 -3.78  C124 1.085
40 H 5.03 7.45 -1.03  C30 1.088
41 H 4.83 -0.58 -0.58  C34 1.090
42 C 2.33 7.40 -3.42  C7 1.531, H8 1.092, H33 1.094, C94 1.528
43 H -0.05 8.51 -2.69  C25 1.086
44 H -0.04 2.50 3.04  C15 1.097
45 H -3.48 2.13 1.73  C5 1.095
46 N 1.92 7.65 -1.01  C7 1.501, C73 1.500, O118 1.284
47 H -5.20 -3.20 1.12  C58 1.092
48 C -3.35 -2.35 1.86  H27 1.091, C58 1.519, C81 1.544, F114 1.426
49 H 4.78 6.86 0.60  C30 1.089
50 C 3.56 -0.02 1.09  C34 1.490, N72 1.414, O131 1.211
51 H 3.08 -2.24 0.39  C35 1.097
52 H 1.31 0.60 2.50  C12 1.080
53 H -1.85 -1.29 3.98  C112 1.090
54 H 3.18 10.06 -3.11  C2 1.090
55 C -0.91 -4.57 -2.16  C20 1.522, H24 1.088, H68 1.091, H85 1.084
56 H 1.22 -3.42 2.41  C28 1.094
57 H -2.65 3.60 2.20  C5 1.096
58 C -4.54 -2.35 0.91  H47 1.092, C48 1.519, H62 1.093, H78 1.094
59 H -4.05 -9.06 -1.24  C107 1.089
60 H 3.11 -2.25 3.45  C91 1.091
61 H -2.46 -8.56 -1.76  C107 1.089
62 H -4.21 -2.45 -0.13  C58 1.093
63 H 1.34 -1.13 2.68  C12 1.089
64 C -3.74 -6.93 -1.07  C102 1.532, N105 1.502, C107 1.541, C125 1.523
65 H 3.27 5.22 0.93  C123 1.091
66 H -4.94 -7.86 0.43  C125 1.090
67 H 3.53 -3.97 3.56  C91 1.094
68 H -0.53 -4.18 -3.11  C55 1.091
69 H 2.19 -2.35 5.96  S106 1.336
70 H -0.49 0.19 5.39  C129 1.097
71 H -1.06 -2.32 6.11  C120 1.095
72 N 2.39 0.05 0.29  C50 1.414, C92 1.445, C103 1.466
73 C 3.00 6.68 -0.62  C30 1.542, N46 1.500, C75 1.532, C123 1.520
74 H -2.54 0.05 1.95  C86 1.095
75 C 3.24 5.72 -1.78  H10 1.095, C73 1.532, C94 1.527, H100 1.093
76 H -0.76 0.63 3.00  N88 1.021
77 H 0.57 9.83 -1.70  C25 1.090
78 H -5.12 -1.44 1.02  C58 1.094
79 H -0.04 -0.53 -1.01  N130 1.023
80 H -3.63 0.10 -0.24  P126 1.400
81 C -2.00 -1.91 1.25  C48 1.544, H84 1.090, C86 1.528, H110 1.091
82 H 4.21 8.98 -2.21  C2 1.086
83 H -5.18 -5.33 -1.07  C102 1.093
84 H -1.21 -2.58 1.60  C81 1.090
85 H -1.21 -3.72 -1.55  C55 1.084
86 C -1.66 -0.45 1.53  C14 1.543, H74 1.095, C81 1.528, N88 1.521
87 H 4.42 6.93 -3.13  C94 1.093
88 N -0.60 -0.30 2.61  C12 1.515, H76 1.021, C86 1.521, C112 1.505
89 O 1.02 -1.93 0.37  C35 1.432, C103 1.419
90 H 2.16 0.05 -3.10  C96 1.091
91 C 3.32 -3.15 2.87  C28 1.532, H31 1.097, H60 1.091, H67 1.094
92 C 2.58 0.48 -1.07  N72 1.445, C96 1.492, O122 1.181
93 S -2.15 -0.90 -2.45  P126 1.946
94 C 3.46 6.42 -3.12  C42 1.528, C75 1.527, H87 1.093, H101 1.091
95 H -0.84 -7.22 -2.92  C124 1.091
96 C 2.31 -0.50 -2.17  H90 1.091, C92 1.492, H108 1.097, H121 1.090
97 H -0.42 -2.21 3.48  C112 1.091
98 H 5.22 0.94 0.21  C34 1.096
99 H 2.28 -4.60 1.69  C28 1.096
100 H 4.10 5.08 -1.53  C75 1.093
101 H 3.51 5.67 -3.91  C94 1.091
102 C -4.89 -6.15 -1.73  H32 1.092, C64 1.532, H83 1.093, C109 1.527
103 C 1.10 -0.54 0.64  C12 1.549, N72 1.466, O89 1.419, N130 1.454
104 H 4.11 8.41 0.13  C30 1.089
105 N -2.51 -6.07 -1.11  C20 1.503, C64 1.502, O117 1.282
106 S 1.12 -3.14 5.84  H69 1.336, C120 1.810
107 C -3.51 -8.28 -1.77  H37 1.088, H59 1.089, H61 1.089, C64 1.541
108 H 3.20 -1.14 -2.28  C96 1.097
109 C -4.54 -5.58 -3.10  C18 1.528, C102 1.527, H111 1.091, H119 1.093
110 H -2.02 -2.09 0.18  C81 1.091
111 H -5.36 -4.96 -3.45  C109 1.091
112 C -0.78 -1.23 3.78  H53 1.090, N88 1.505, H97 1.091, C129 1.523
113 H 5.58 -0.57 1.06  C34 1.090
114 F -3.65 -1.48 2.95  C48 1.426
115 H -1.13 -6.10 -4.26  C124 1.090
116 H 0.27 3.75 -0.74  C13 1.094
117 O -2.45 -5.21 -0.16  N105 1.282
118 O 0.74 7.18 -0.85  N46 1.284
119 H -4.43 -6.38 -3.84  C109 1.093
120 C -0.08 -1.82 6.10  H71 1.095, S106 1.810, H128 1.092, C129 1.535
121 H 1.47 -1.16 -1.97  C96 1.090
122 O 3.01 1.56 -1.24  C92 1.181
123 C 2.49 5.92 0.60  H4 1.091, H16 1.087, H65 1.091, C73 1.520
124 C -1.59 -6.59 -3.40  C20 1.532, H39 1.085, H95 1.091, H115 1.090
125 C -4.07 -7.20 0.39  H17 1.091, H23 1.087, C64 1.523, H66 1.090
126 P -2.47 0.34 -0.99  H11 1.397, C14 1.854, H80 1.400, S93 1.946
127 H -3.35 3.47 0.59  C5 1.094
128 H 0.06 -1.38 7.09  C120 1.092
129 C -0.03 -0.74 5.01  H22 1.095, H70 1.097, C112 1.523, C120 1.535
130 N 0.11 0.09 -0.21  C14 1.461, H79 1.023, C103 1.454
131 O 3.46 0.02 2.30  C50 1.211

Results of the Löwdin charge analysis, in e, for atoms 1 through 2:
1. H 0.09
2. C -0.03